Entry from OMol25: a molecular structure, C21H35N3O2PdSi4Te at a distorted geometry (the ωB97M-V functional and the def2-TZVPD basis).

XYZ file:
```
67
Properties=species:S:1:pos:R:3:forces:R:3:mulliken_charge:R:1
Pd 0.515609 -2.738124 -0.421464 0.4 -1.9 -0.5 0.05
O -0.972810 -6.571697 -0.627350 -0.2 -0.6 -0.3 -0.62
C -0.474646 -5.511965 -0.362047 0.1 0.5 0.1 -0.07
N 0.043087 -4.564589 -1.206517 0.6 -0.1 0.1 -0.08
C 0.078841 -4.703074 -2.569868 0.1 0.4 0.2 -0.01
O -0.306275 -5.614170 -3.252022 -0.2 -0.5 -0.2 -0.63
C 0.699817 -3.495988 -3.224815 0.1 -0.1 -0.1 0.43
C 0.762885 -3.416588 -4.600713 0.1 0.0 -0.1 -0.40
C 1.358027 -2.307103 -5.176505 0.0 0.0 0.0 -0.36
C 1.884902 -1.321798 -4.354788 0.1 -0.1 -0.1 -0.63
C 1.781597 -1.477289 -2.986563 0.1 0.0 0.1 -0.63
N 1.195969 -2.539566 -2.437382 -0.7 0.7 0.6 -0.01
C -0.370482 -5.077151 1.077792 0.1 -0.1 0.1 0.62
C -0.947059 -5.843880 2.068233 0.0 -0.1 0.2 -0.45
C -0.827837 -5.428234 3.384663 0.0 0.0 0.0 -0.28
C -0.119497 -4.268493 3.665524 0.0 -0.2 -0.1 -0.64
C 0.430443 -3.558872 2.616042 0.1 0.1 0.0 -0.21
N 0.302198 -3.955117 1.348325 -0.6 1.1 -0.3 -0.08
H 0.344145 -4.229339 -5.176449 0.0 0.0 0.0 0.49
H 1.414494 -2.211953 -6.252490 0.0 0.0 0.0 0.43
H 2.363383 -0.442606 -4.760061 0.0 0.0 0.0 0.41
H 2.170124 -0.739628 -2.301975 0.0 0.0 0.0 0.80
H -1.470966 -6.742412 1.776677 0.0 0.0 0.0 0.47
H -1.278414 -6.002025 4.183038 0.0 0.0 0.0 0.43
H 0.003094 -3.912105 4.676909 0.0 0.0 0.0 0.40
H 0.989106 -2.649718 2.777918 -0.1 0.1 0.0 0.46
C -1.987372 4.727656 -0.370067 -0.1 0.0 0.0 -1.02
Si -2.250400 2.863686 -0.384507 0.1 -0.1 0.0 0.43
C -2.568310 2.283489 -2.143045 -0.1 0.1 0.0 -1.00
C -3.728148 2.424441 0.693043 0.0 0.1 -0.1 -1.03
Si -0.338453 1.782764 0.442535 0.2 -0.2 0.1 -0.29
Te -0.861961 -0.661495 0.179079 -0.1 0.4 0.2 -0.05
Si -0.085084 2.022358 2.765954 0.0 0.2 -0.3 0.44
C 1.510143 1.183934 3.314105 -0.1 0.0 0.1 -0.87
C -0.019048 3.860857 3.198312 0.0 -0.1 0.1 -1.04
C -1.536374 1.222198 3.648825 0.1 0.1 0.1 -0.96
Si 1.612109 2.186039 -0.790332 -0.2 0.1 0.2 0.52
C 1.262197 1.845985 -2.609439 0.2 0.1 0.0 -1.05
C 2.144139 3.980938 -0.577219 0.1 -0.1 -0.1 -1.08
C 2.981575 1.035246 -0.201106 0.0 0.0 -0.2 -0.93
H -2.883274 5.236649 -0.734797 0.0 0.0 0.0 0.38
H -1.154195 5.018905 -1.012635 0.0 0.0 0.0 0.27
H -1.778645 5.098066 0.635268 0.0 0.0 0.0 0.26
H -3.502601 2.713670 -2.515765 0.0 0.0 0.0 0.39
H -2.660017 1.196693 -2.183302 0.0 0.0 0.0 0.27
H -1.766366 2.579550 -2.820850 0.0 0.0 0.0 0.26
H -4.642705 2.827702 0.249192 0.0 0.0 0.0 0.39
H -3.631856 2.842088 1.696443 0.0 0.0 0.0 0.24
H -3.845181 1.342850 0.784728 0.0 0.0 0.0 0.32
H 2.391253 1.698354 2.925251 0.0 0.0 0.0 0.26
H 1.544303 0.147068 2.971248 0.0 0.0 0.0 0.10
H 1.576683 1.185338 4.405549 0.0 0.0 0.0 0.39
H 0.807918 4.362827 2.691243 0.0 0.0 0.0 0.27
H 0.115070 4.000050 4.275189 0.0 0.0 0.0 0.38
H -0.944007 4.365720 2.911805 0.0 0.0 0.0 0.24
H -1.629329 0.172513 3.374705 0.0 -0.1 -0.1 0.26
H -2.481265 1.712944 3.408352 0.0 0.0 0.0 0.25
H -1.389336 1.281248 4.732070 0.0 0.0 0.0 0.37
H 0.553820 2.565286 -3.023440 0.0 0.0 0.0 0.36
H 0.843838 0.851603 -2.748871 -0.1 0.1 0.0 0.26
H 2.188655 1.915223 -3.191169 0.0 0.0 0.0 0.36
H 1.359896 4.670267 -0.894459 0.0 0.0 0.0 0.26
H 3.036530 4.191347 -1.174126 0.0 0.0 0.0 0.38
H 2.382365 4.201851 0.465339 0.0 0.0 0.0 0.27
H 2.655851 -0.008589 -0.234641 0.0 0.0 0.1 0.07
H 3.287919 1.254068 0.822563 0.0 0.0 0.0 0.31
H 3.859927 1.142097 -0.845143 0.0 0.0 0.0 0.42
```
Positions in Å, forces in eV/Å.

The charge is 0. The LUMO energy (spin up / spin down) is -1.08 / -1.07 eV. Its orbital gap (spin up / spin down) is 0.217 / 0.217 Ha. The value obtained for the largest force on an atom is 1.98 eV/A. The total energy is -2689.97110 hartree.

=====

Entry from OMol25: a molecular structure, C21H35NOP2PdS at a distorted geometry (the ωB97M-V functional and the def2-TZVPD basis).

XYZ file:
```
62
Properties=species:S:1:pos:R:3:forces:R:3:mulliken_charge:R:1
Pd -0.514305 -0.649098 -1.207700 0.7 -0.2 0.7 -0.01
P -2.619947 -1.327451 -1.680114 1.3 -0.8 0.5 1.39
P 2.505327 1.587430 0.390126 1.8 0.0 -1.0 0.67
N -1.497534 0.857139 -1.878244 0.0 1.8 -0.4 -0.54
H 0.915328 2.239865 2.370651 0.0 0.7 0.9 -0.06
C -3.746635 -0.612241 -0.465252 -0.8 -0.2 -0.1 -1.20
H -4.771429 -0.939534 -0.666310 -0.1 0.1 0.1 0.43
H -3.684877 0.476636 -0.539776 0.1 -0.2 0.0 0.24
H -3.471555 -0.917438 0.547936 0.0 0.0 -0.2 0.30
C -2.681436 -3.133931 -1.541718 -1.0 -0.5 -0.1 -1.13
H -3.712526 -3.488751 -1.671206 0.1 -0.3 0.1 0.40
H -2.299171 -3.469656 -0.569612 -0.1 0.1 -0.3 0.22
H -2.055564 -3.561318 -2.336700 -0.1 0.2 0.2 0.30
C -3.254128 -0.984679 -3.328256 -0.4 -0.1 -0.2 -1.32
H -4.050338 -1.689806 -3.589894 0.0 0.1 0.0 0.45
H -2.427681 -1.091121 -4.038212 -0.2 0.1 0.1 0.30
H -3.635688 0.039731 -3.362772 0.1 -0.2 -0.1 0.32
C 3.486875 2.705581 1.376950 0.9 0.5 -0.4 -1.17
H 4.359922 2.968615 0.765456 0.0 0.3 0.4 0.39
H 3.845355 2.262501 2.317285 -0.3 0.0 -0.3 0.38
H 2.915592 3.609328 1.622486 0.0 -0.2 -0.1 0.36
C 3.351814 0.073716 0.020875 0.7 -0.3 -0.9 -1.14
H 4.292634 0.020667 0.586836 -0.2 -0.1 -0.2 0.42
H 3.576698 0.078159 -1.056274 0.2 -0.3 0.2 0.41
H 2.731418 -0.813103 0.217270 0.0 0.2 0.2 0.16
C 1.676630 2.253478 -1.045248 0.3 0.4 -0.4 -0.92
H 2.339715 2.987953 -1.526205 -0.4 -0.1 -0.1 0.53
H 0.716242 2.715998 -0.773430 0.2 -0.1 0.0 0.29
H 1.472952 1.418348 -1.737536 0.0 0.3 0.2 0.08
C -1.280916 1.658737 -2.923067 0.0 0.2 0.0 -0.18
C -1.843640 3.786154 -3.975874 0.0 0.0 0.1 -0.50
C -1.877314 2.966253 -2.865077 0.2 -0.5 -0.4 -0.31
C -0.543772 1.279387 -4.094525 -0.1 0.3 0.2 0.04
C -0.536572 2.117064 -5.200887 -0.2 0.0 0.1 -0.72
C -1.228035 3.338956 -5.157116 0.2 0.1 -0.1 -0.32
H -2.298677 4.779061 -3.929485 0.1 -0.3 -0.1 0.36
H -2.366122 3.219161 -1.921498 0.1 0.1 -0.4 0.37
H -0.035805 0.307413 -4.087544 -0.2 0.4 0.0 0.39
H 0.004617 1.821753 -6.104166 -0.3 0.1 0.2 0.36
H -1.277746 3.961273 -6.050561 0.1 -0.1 0.2 0.37
C 0.090275 -2.316033 1.342161 1.5 0.8 -2.1 1.29
O 0.569859 -1.696839 0.343891 -1.1 -1.5 2.1 -0.49
C -1.271059 -2.124138 1.895450 -0.6 0.4 0.2 -1.31
H -1.255675 -2.156093 2.992723 0.2 -0.1 -0.2 0.47
H -1.950276 -2.933765 1.579530 0.3 0.2 -0.1 0.46
H -1.676208 -1.156671 1.593901 0.0 -0.1 -0.1 -0.09
C 0.954858 -3.329946 2.002241 0.2 -0.3 0.0 -1.29
H 1.434942 -2.894327 2.888767 -0.1 0.0 0.0 0.13
H 1.733582 -3.657889 1.307102 -0.1 0.0 0.2 0.33
H 0.336315 -4.178614 2.315145 0.2 0.1 0.1 0.44
S 0.828600 1.060223 1.645931 -3.3 -1.4 0.9 -0.23
C 1.421957 0.111508 3.140479 -0.3 0.5 0.1 1.04
C 0.409127 -0.219488 4.039334 0.3 -0.2 0.2 -0.79
C 0.738614 -0.904197 5.208932 0.1 0.0 -0.2 -0.49
C 2.072854 -1.257807 5.455233 -0.4 0.0 0.2 -0.51
C 3.065485 -0.935596 4.529614 0.2 0.0 -0.2 -0.81
C 2.742830 -0.257207 3.354434 -0.3 -0.1 0.3 -0.14
H -0.617726 0.081200 3.808475 0.3 0.0 0.2 0.42
H -0.053282 -1.130937 5.927624 0.3 0.0 -0.1 0.38
H 2.329307 -1.768138 6.385846 0.0 0.1 -0.3 0.36
H 4.108947 -1.189824 4.724225 -0.3 0.0 0.0 0.37
H 3.506964 0.002344 2.627351 0.0 -0.1 0.2 0.04
```
Positions in Å, forces in eV/Å.

The charge is 0. The LUMO energy (spin up / spin down) is 0.51 / -0.10 eV. Its orbital gap (spin up / spin down) is 0.142 / 0.247 Ha. The value obtained for the largest force on an atom is 3.66 eV/A. The total energy is -2159.63447 hartree. Its multiplicity is 5.

=====

Entry from OMol25: a molecular structure, C21H36Br2NO6RhSSi (the ωB97M-V functional and the def2-TZVPD basis).

XYZ file:
```
69
Properties=species:S:1:pos:R:3:forces:R:3:mulliken_charge:R:1
Rh 1.803309 -1.051768 0.460733 0.2 0.0 -0.2 0.93
Br 3.585693 -2.784309 -1.579940 -0.1 0.0 0.0 -0.16
C 4.612231 -1.385602 -0.802974 0.0 0.0 -0.1 0.52
C 5.981936 -1.484534 -0.837897 0.0 0.0 0.0 -0.74
C 6.703058 -0.393367 -0.309780 0.1 0.0 0.0 -0.19
C 6.039852 0.715638 0.115878 0.0 0.1 0.1 -1.15
C 4.617348 0.751484 0.058347 0.0 0.0 -0.1 0.63
N 3.903354 -0.374903 -0.322811 -0.2 0.1 0.1 -0.17
C 4.025032 1.996929 0.316710 -0.3 -0.5 -0.3 0.40
O 4.362296 3.102013 0.605203 0.2 0.3 0.2 -0.62
O 2.430088 1.841373 0.079623 -0.1 0.0 0.7 0.33
H 6.466149 -2.357630 -1.246830 0.0 0.0 0.0 0.41
H 7.785060 -0.428817 -0.280968 0.0 0.0 0.0 0.40
H 6.560954 1.594528 0.474014 0.0 -0.1 0.0 0.40
C -0.203811 3.264643 1.017629 0.0 -0.1 0.0 -1.45
C 0.216835 2.727733 -0.346882 0.0 -0.3 0.1 1.26
C 1.718431 2.930286 -0.568849 0.0 -0.1 0.0 -0.98
C -0.543616 3.431472 -1.458820 -0.1 0.0 -0.1 -1.64
O 0.051260 1.312039 -0.433100 -0.3 0.1 -0.1 -0.07
Si -1.215957 0.266686 -0.249856 0.3 -0.2 0.1 0.41
S -0.321546 -1.646951 -0.359976 0.0 0.1 -0.1 -0.81
O -1.874561 0.603492 1.198918 -0.1 0.3 -0.1 -0.15
C -3.128115 0.291731 1.824619 0.1 -0.2 -0.1 1.66
C -4.229008 1.171414 1.244827 0.0 0.1 -0.1 -1.45
C -3.443854 -1.185137 1.614259 0.0 -0.1 -0.1 -1.20
C -2.926753 0.590931 3.299977 0.0 0.0 0.1 -1.74
O -2.372587 0.500490 -1.367747 -0.2 0.1 -0.1 0.10
C -2.637605 0.053745 -2.708621 0.2 0.0 0.1 1.67
C -1.353999 0.053520 -3.529609 0.1 0.0 0.0 -1.38
C -3.236870 -1.343170 -2.634947 0.0 -0.1 0.0 -1.50
C -3.637508 1.041504 -3.286540 -0.1 0.1 0.0 -1.65
H 0.026452 4.331864 1.077577 0.0 -0.1 0.0 0.49
H 0.305082 2.740796 1.830093 0.0 0.0 0.0 0.28
H -1.276068 3.122117 1.160988 0.1 0.0 0.0 0.23
H 2.072358 3.878383 -0.175486 0.1 0.1 0.1 0.39
H 1.969341 2.846075 -1.622053 0.1 -0.1 -0.1 0.47
H 2.051949 1.609225 0.980223 0.0 -0.1 -0.3 -0.08
H -0.330366 4.504576 -1.454247 0.0 -0.1 0.0 0.45
H -1.616829 3.288219 -1.315955 0.1 0.0 0.0 0.26
H -0.264765 3.018069 -2.431031 0.0 0.0 0.1 0.31
H -4.338095 0.991331 0.174152 0.0 0.0 0.1 0.09
H -3.982835 2.225941 1.396132 0.0 0.0 0.0 0.33
H -5.181269 0.962790 1.740716 0.1 0.0 0.0 0.49
H -3.569651 -1.404884 0.548096 0.0 0.0 0.1 0.13
H -4.364937 -1.458823 2.135369 0.0 0.0 0.0 0.52
H -2.623983 -1.799002 1.996388 -0.1 0.0 0.0 0.14
H -2.692390 1.648604 3.441556 0.0 -0.1 0.0 0.35
H -2.093066 0.000932 3.689054 -0.1 0.0 0.0 0.35
H -3.831051 0.351335 3.866566 0.1 0.0 0.0 0.42
H -0.631727 -0.658643 -3.124544 0.0 0.0 0.0 0.26
H -0.900331 1.049239 -3.524045 -0.1 -0.1 0.0 0.15
H -1.575824 -0.220000 -4.564071 0.0 0.0 0.0 0.55
H -2.528469 -2.028640 -2.161638 -0.1 0.0 -0.1 0.24
H -3.466998 -1.715693 -3.636646 0.0 0.0 0.1 0.49
H -4.159345 -1.327044 -2.047925 0.1 0.0 0.0 0.30
H -3.193162 2.038732 -3.339303 0.0 0.0 0.0 0.35
H -4.525574 1.090448 -2.651515 0.0 0.0 -0.1 0.33
H -3.939871 0.738308 -4.292117 0.0 0.0 0.1 0.41
Br 1.875766 0.058043 2.704301 0.0 0.5 0.1 -0.66
C 0.484470 -3.604213 2.648573 -0.1 0.0 0.0 -0.88
C 1.677448 -3.942939 1.809568 -0.1 0.0 0.1 0.87
C 1.917220 -5.372521 1.404447 0.0 0.0 0.0 -1.19
O 2.448653 -3.082557 1.419715 0.1 0.0 -0.2 -0.64
H 0.237732 -4.413403 3.336862 0.0 0.0 0.0 0.48
H -0.359849 -3.454356 1.964652 0.0 -0.1 0.0 0.13
H 0.649551 -2.666981 3.176902 0.0 0.0 0.0 0.17
H 1.172038 -6.054088 1.810848 0.0 0.0 0.0 0.36
H 2.914033 -5.674052 1.729650 0.0 0.0 0.0 0.34
H 1.907259 -5.422648 0.313563 0.0 0.0 0.0 0.26
```
Positions in Å, forces in eV/Å.

The charge is 0. The LUMO energy (spin up / spin down) is 0.54 / -0.86 eV. Its orbital gap (spin up / spin down) is 0.252 / 0.281 Ha. The value obtained for the largest force on an atom is 0.66 eV/A. The total energy is -7274.40153 hartree. Its multiplicity is 5.

=====

Entry from OMol25: a molecular structure, C21H36BrGaN7Si (the ωB97M-V functional and the def2-TZVPD basis).

XYZ file:
```
67
Properties=species:S:1:pos:R:3:forces:R:3:mulliken_charge:R:1
Ga -0.826438 1.491522 1.729553 0.0 0.0 0.0 -0.09
N -1.756331 2.162515 -1.394354 0.0 0.0 0.0 -0.29
C -1.334140 3.223538 -0.707495 0.0 0.0 0.0 0.75
N -1.398668 4.410849 -1.260303 0.0 0.0 0.0 -0.59
C -0.952390 5.448238 -0.543001 0.0 0.0 0.0 0.42
N -1.026366 6.654361 -1.051227 0.0 0.0 0.0 -0.27
N -0.395052 5.336609 0.712823 0.0 0.0 0.0 -0.57
C -0.384176 4.148696 1.198179 0.0 0.0 0.0 0.11
N -0.864754 3.029807 0.573408 0.0 0.0 0.0 -0.25
C 0.199971 3.912276 2.548828 0.0 0.0 0.0 1.17
C 0.814521 4.902113 3.279504 0.0 0.0 0.0 -0.49
C 1.365187 4.568853 4.513945 0.0 0.0 0.0 -0.46
C 1.284972 3.261883 4.971517 0.0 0.0 0.0 -0.75
C 0.648483 2.315666 4.191942 0.0 0.0 0.0 0.09
N 0.112546 2.641973 3.006134 0.0 0.0 0.0 -0.11
H -2.071892 2.320695 -2.340312 0.0 0.0 0.0 0.29
H -1.531350 1.219504 -1.124096 0.0 0.0 0.0 0.09
H -1.416713 6.790978 -1.971885 0.0 0.0 0.0 0.27
H -0.680335 7.447194 -0.533241 0.0 0.0 0.0 0.26
H 0.861327 5.904546 2.878837 0.0 0.0 0.0 0.54
H 1.857905 5.326138 5.109548 0.0 0.0 0.0 0.48
H 1.709927 2.971328 5.921741 0.0 0.0 0.0 0.43
H 0.560613 1.283558 4.504769 0.0 0.0 0.0 0.47
N -3.827925 1.208268 2.921287 0.0 0.0 0.0 -0.04
C -2.771461 1.323444 2.506389 0.0 0.0 0.0 0.42
H -4.765845 1.103706 3.287907 0.0 0.0 0.0 0.35
C 4.208476 -6.965046 -0.907710 0.0 0.0 0.0 -1.66
C 3.691032 -5.673739 -0.212134 0.0 0.0 0.0 2.12
C 3.926405 -4.470453 -1.142408 0.0 0.0 0.0 -1.71
C 4.497520 -5.455333 1.074572 0.0 0.0 0.0 -1.96
Si 1.880248 -6.081726 0.048536 0.1 -0.2 0.0 -0.92
Br -0.120736 -0.544531 1.083502 -0.1 0.2 0.0 -0.28
C 0.751300 -6.281795 -1.438581 0.0 0.0 0.0 2.16
C 0.653577 -7.820510 -1.615080 -0.1 0.0 0.0 -1.68
C -0.658697 -5.709730 -1.197270 0.0 0.0 0.0 -1.70
C 1.295335 -5.671474 -2.737750 0.0 0.0 0.0 -1.94
C 1.295343 -6.672250 1.729832 0.0 0.0 0.0 2.15
C -0.223727 -6.846446 1.857281 0.0 -0.1 0.0 -1.93
C 1.781022 -5.800729 2.900700 0.0 0.1 0.0 -1.71
C 1.966590 -8.071149 1.829609 0.0 0.0 0.0 -1.68
H 5.276955 -6.833099 -1.097681 0.0 0.0 0.0 0.50
H 3.732878 -7.149229 -1.871452 0.0 0.0 0.0 0.35
H 4.102922 -7.857098 -0.286343 0.0 0.0 0.0 0.36
H 5.002102 -4.288840 -1.190362 0.0 0.0 0.0 0.50
H 3.462967 -3.555103 -0.766103 0.0 0.0 0.0 0.37
H 3.581786 -4.643127 -2.156973 0.0 0.0 0.0 0.39
H 5.525014 -5.217201 0.791825 0.0 0.0 0.0 0.57
H 4.538568 -6.345811 1.701254 0.0 0.0 0.0 0.38
H 4.121724 -4.623668 1.669932 0.0 0.0 0.0 0.42
H 0.198184 -8.316586 -0.757488 0.0 0.0 0.0 0.35
H 1.618973 -8.287663 -1.820204 0.0 0.0 0.0 0.36
H 0.011665 -8.017066 -2.477829 0.0 0.0 0.0 0.50
H -1.218339 -6.260468 -0.448190 0.0 0.0 0.0 0.38
H -1.213574 -5.777555 -2.135301 0.0 0.0 0.0 0.50
H -0.639028 -4.654247 -0.911720 0.0 0.0 0.0 0.36
H 2.219254 -6.141634 -3.071871 0.0 0.0 0.0 0.38
H 1.458317 -4.596700 -2.659563 0.0 0.0 0.0 0.42
H 0.553621 -5.834288 -3.522562 0.0 0.0 0.0 0.57
H -0.768465 -5.916327 1.696041 0.0 0.0 0.0 0.40
H -0.441286 -7.183356 2.873068 0.0 0.0 0.0 0.57
H -0.617461 -7.603995 1.180613 0.0 0.0 0.0 0.37
H 1.430726 -4.768290 2.823600 0.0 0.0 0.0 0.36
H 2.860726 -5.793269 3.007731 0.0 0.0 0.0 0.39
H 1.365177 -6.214828 3.821763 0.0 0.0 0.0 0.50
H 1.640235 -8.760537 1.048125 0.0 0.0 0.0 0.36
H 1.675785 -8.510418 2.787534 0.0 0.0 0.0 0.51
H 3.056032 -8.018498 1.820195 0.0 0.0 0.0 0.35
```
Positions in Å, forces in eV/Å.

The charge is +3. The LUMO energy is -8.93 eV. Its orbital gap is 0.286 Ha. The value obtained for the largest force on an atom is 0.26 eV/A. The total energy is -5992.61126 hartree.